Computed, not measured: a structure of composition C36H40Cl6N3O3SV, with wB97M-V/def2-TZVPD.

**Spin multiplicity**: 2
**<S²>**: 0.7718
**Calculated total energy**: -5889.20541 Ha
**Charge**: -1
**Gap between HOMO and LUMO (alpha / beta)**: 5.486 / 7.454 eV
**E_HOMO (alpha / beta)**: -3.177 / -5.143 eV

Element x y z (Å)
V (-0.110, -0.224, -0.866)
C (-1.792, 0.860, 3.203)
C (-1.295, 0.004, 2.080)
C (-2.078, -0.421, 1.089)
C (-1.640, -1.360, 0.013)
C (-1.115, -2.661, 0.510)
C (-0.335, -2.896, 1.561)
C (0.216, -1.916, 2.559)
H (-2.741, 1.321, 2.932)
H (-1.076, 1.646, 3.448)
H (-1.948, 0.267, 4.109)
H (-3.112, -0.092, 1.074)
H (-2.428, -1.511, -0.727)
H (-1.434, -3.533, -0.049)
H (-0.105, -3.933, 1.784)
H (1.274, -2.162, 2.721)
Cl (-0.687, -1.983, 6.566)
C (0.076, -1.589, 5.029)
C (1.212, -0.735, 5.080)
Cl (2.212, -0.907, 6.503)
C (1.593, 0.215, 4.120)
Cl (2.774, 1.401, 4.652)
C (1.110, 0.497, 2.806)
O (1.444, 1.519, 2.178)
C (0.153, -0.456, 2.072)
O (0.592, -0.485, 0.708)
C (-0.470, -2.059, 3.890)
Cl (-2.069, -2.757, 3.898)
C (-0.391, 0.429, -4.828)
C (-1.885, 0.344, -4.519)
C (-2.305, -1.004, -3.950)
C (-2.351, 1.534, -3.707)
C (-3.154, 2.457, -4.366)
C (-3.585, 3.619, -3.752)
C (-3.200, 3.862, -2.452)
C (-2.404, 2.976, -1.722)
C (-2.153, 3.403, -0.288)
C (-0.796, 3.108, 0.331)
C (-3.308, 2.922, 0.591)
C (-1.993, 1.798, -2.367)
O (-1.186, 0.910, -1.727)
H (-0.072, -0.421, -5.435)
H (0.206, 0.435, -3.918)
H (-0.163, 1.344, -5.377)
H (-2.415, 0.444, -5.473)
H (-1.774, -1.254, -3.037)
H (-2.091, -1.794, -4.673)
H (-3.376, -1.020, -3.738)
H (-3.426, 2.254, -5.396)
H (-4.198, 4.331, -4.287)
H (-3.517, 4.773, -1.958)
H (-2.230, 4.496, -0.332)
H (-0.655, 2.064, 0.605)
H (-0.699, 3.678, 1.259)
H (0.029, 3.396, -0.318)
H (-3.387, 1.839, 0.553)
H (-4.259, 3.339, 0.258)
H (-3.146, 3.213, 1.629)
C (6.153, 2.093, 1.799)
C (4.652, 1.867, 1.780)
N (4.075, 2.049, 0.452)
C (3.193, 1.200, -0.119)
S (1.977, 1.838, -1.099)
N (3.347, -0.119, 0.114)
C (4.616, -0.821, 0.236)
C (4.415, -2.093, 1.039)
H (6.539, 1.963, 2.809)
H (6.398, 3.105, 1.477)
H (6.676, 1.404, 1.135)
H (4.143, 2.559, 2.451)
H (4.383, 0.874, 2.140)
H (3.833, 3.005, 0.234)
H (2.617, -0.677, -0.312)
H (5.351, -0.175, 0.712)
H (5.000, -1.053, -0.765)
H (4.102, -1.865, 2.058)
H (5.336, -2.676, 1.075)
H (3.642, -2.717, 0.586)
Cl (3.041, -0.199, -3.414)
C (2.373, -1.788, -3.542)
C (3.018, -2.671, -4.392)
C (2.509, -3.942, -4.603)
C (1.331, -4.297, -3.967)
C (0.699, -3.406, -3.117)
Cl (-0.809, -3.943, -2.443)
C (1.213, -2.133, -2.830)
N (0.616, -1.293, -1.939)
H (3.913, -2.333, -4.892)
H (3.011, -4.635, -5.262)
H (0.876, -5.264, -4.123)

Löwdin atomic charge list, values in e, 2 entries:
1. V 0.8947
2. C -0.0087

---

Computed, not measured: a structure of composition C36H40CsN4O5S6, with wB97M-V/def2-TZVPD.

**Calculated total energy**: -4400.49360 Ha
**Charge**: -1
**Gap between HOMO and LUMO**: 5.131 eV
**E_HOMO**: -3.486 eV

Element x y z (Å)
Cs (-0.642, 0.185, -1.382)
C (-0.477, 4.541, -0.975)
C (-1.777, 4.440, -0.175)
S (-1.977, 2.746, 0.419)
C (-3.683, 2.696, 1.010)
C (-3.774, 2.717, 2.533)
S (-2.744, 1.444, 3.332)
C (-1.259, 2.408, 3.752)
C (-0.003, 1.538, 3.778)
S (0.831, 1.210, 2.199)
C (1.809, 2.729, 2.003)
C (1.129, 3.884, 1.268)
S (0.878, 3.453, -0.473)
H (-0.129, 5.576, -0.994)
H (-0.687, 4.220, -1.998)
H (-2.593, 4.674, -0.861)
H (-1.783, 5.134, 0.672)
H (-4.108, 1.770, 0.620)
H (-4.251, 3.518, 0.571)
H (-4.801, 2.533, 2.855)
H (-3.476, 3.687, 2.936)
H (-1.405, 2.864, 4.734)
H (-1.166, 3.192, 3.005)
H (-0.239, 0.552, 4.185)
H (0.731, 1.989, 4.450)
H (2.698, 2.424, 1.446)
H (2.144, 3.054, 2.991)
H (1.756, 4.776, 1.346)
H (0.159, 4.105, 1.713)
O (-2.523, 3.635, -3.074)
C (-2.013, 2.524, -3.299)
O (-0.748, 2.289, -3.353)
C (-2.963, 1.294, -3.490)
O (-3.340, 1.048, -4.641)
O (-3.235, 0.649, -2.423)
S (3.965, 2.653, -6.615)
C (2.912, 3.806, -7.316)
C (1.693, 3.809, -6.711)
C (1.604, 2.870, -5.647)
C (2.768, 2.174, -5.467)
C (3.010, 1.137, -4.462)
C (2.139, 1.096, -3.340)
N (2.192, 0.163, -2.436)
C (3.115, -0.808, -2.536)
C (4.078, -0.821, -3.547)
C (5.060, -1.873, -3.553)
C (5.041, -2.854, -2.625)
C (4.022, -2.899, -1.610)
C (3.909, -3.936, -0.671)
C (2.874, -3.930, 0.238)
C (1.952, -2.861, 0.174)
N (2.026, -1.886, -0.694)
C (3.055, -1.885, -1.569)
C (2.684, -4.990, 1.237)
C (1.504, -5.459, 1.739)
C (1.680, -6.480, 2.712)
C (2.992, -6.771, 2.926)
S (4.017, -5.817, 1.943)
C (3.998, 0.184, -4.531)
H (3.250, 4.415, -8.139)
H (0.880, 4.455, -7.007)
H (0.709, 2.723, -5.045)
H (1.368, 1.856, -3.230)
H (5.819, -1.870, -4.327)
H (5.785, -3.641, -2.645)
H (4.623, -4.753, -0.681)
H (1.121, -2.818, 0.873)
H (0.544, -5.084, 1.411)
H (0.870, -6.976, 3.226)
H (3.412, -7.495, 3.604)
H (4.696, 0.179, -5.363)
C (-0.488, -2.339, 3.603)
N (-1.877, -2.267, 3.211)
C (-2.831, -2.909, 4.092)
C (-4.229, -2.388, 3.836)
C (-4.510, -2.446, 2.349)
N (-3.519, -1.669, 1.637)
C (-3.858, -1.246, 0.284)
C (-2.198, -1.684, 1.999)
O (-1.327, -1.176, 1.302)
H (-0.363, -1.928, 4.610)
H (0.107, -1.758, 2.905)
H (-0.126, -3.374, 3.610)
H (-2.531, -2.700, 5.123)
H (-2.801, -4.001, 3.963)
H (-4.298, -1.351, 4.171)
H (-4.956, -2.984, 4.390)
H (-5.490, -2.018, 2.128)
H (-4.530, -3.490, 2.002)
H (-4.879, -0.867, 0.283)
H (-3.793, -2.063, -0.440)
H (-3.212, -0.450, -0.056)

Löwdin atomic charge list, values in e, 2 entries:
1. Cs 1.1015
2. C -0.5202

---

Computed, not measured: a structure of composition C36H40N5O4RuSTe, with wB97M-V/def2-TZVPD.

**Spin multiplicity**: 5
**<S²>**: 6.0270
**Calculated total energy**: -2731.46256 Ha
**Charge**: +1
**Gap between HOMO and LUMO (alpha / beta)**: 7.535 / 6.463 eV
**E_HOMO (alpha / beta)**: -10.134 / -10.779 eV

Element x y z (Å)
Ru (0.755, 1.452, 0.290)
C (2.663, 5.668, 2.376)
N (1.376, 5.569, 1.703)
C (0.690, 6.621, 1.128)
C (-0.401, 6.105, 0.540)
N (-0.378, 4.732, 0.762)
C (0.735, 4.416, 1.461)
S (1.307, 2.903, 2.022)
C (-1.397, 3.897, 0.205)
C (-2.715, 4.270, 0.423)
C (-3.705, 3.580, -0.247)
C (-3.338, 2.563, -1.119)
C (-2.000, 2.252, -1.237)
N (-1.030, 2.892, -0.573)
H (2.878, 6.720, 2.539)
H (3.434, 5.222, 1.751)
H (2.623, 5.153, 3.331)
H (1.049, 7.632, 1.187)
H (-1.184, 6.567, -0.034)
H (-2.943, 5.063, 1.121)
H (-4.745, 3.833, -0.095)
H (-4.075, 2.015, -1.688)
H (-1.672, 1.454, -1.892)
C (3.920, -1.052, 2.732)
C (3.421, -0.186, 1.610)
N (4.322, 0.471, 0.868)
O (2.213, -0.124, 1.359)
H (4.837, -0.670, 3.180)
H (4.117, -2.051, 2.337)
H (3.140, -1.135, 3.484)
H (5.302, 0.420, 1.074)
H (3.970, 1.012, 0.086)
C (-1.057, -4.994, -5.534)
C (-0.935, -4.035, -4.384)
C (-1.579, -4.275, -3.177)
C (-1.475, -3.405, -2.097)
C (-2.199, -3.744, -0.823)
C (-0.674, -2.268, -2.255)
Te (-0.366, -0.935, -0.574)
N (-0.720, 0.525, 1.139)
C (-1.708, 0.966, 1.979)
O (-1.692, 2.083, 2.481)
C (-2.838, 0.028, 2.286)
C (-3.483, -0.725, 1.313)
C (-4.548, -1.547, 1.654)
C (-4.962, -1.633, 2.976)
C (-4.326, -0.875, 3.951)
C (-3.280, -0.035, 3.605)
C (0.428, -2.392, 0.713)
C (-0.219, -2.609, 1.921)
C (0.248, -3.589, 2.782)
C (1.354, -4.345, 2.421)
C (1.998, -4.105, 1.218)
C (1.559, -3.115, 0.337)
C (2.329, -2.867, -0.931)
C (-0.041, -1.966, -3.465)
C (0.810, -0.747, -3.718)
C (-0.178, -2.877, -4.509)
H (-1.774, -5.785, -5.316)
H (-0.096, -5.462, -5.752)
H (-1.382, -4.480, -6.439)
H (-2.191, -5.165, -3.072)
H (-2.980, -4.478, -1.020)
H (-2.668, -2.871, -0.367)
H (-1.520, -4.169, -0.082)
H (-3.175, -0.649, 0.279)
H (-5.057, -2.118, 0.888)
H (-5.784, -2.283, 3.245)
H (-4.653, -0.934, 4.981)
H (-2.792, 0.580, 4.350)
H (-1.087, -2.022, 2.194)
H (-0.256, -3.763, 3.724)
H (1.722, -5.121, 3.080)
H (2.874, -4.686, 0.952)
H (3.378, -3.128, -0.788)
H (2.292, -1.818, -1.233)
H (1.944, -3.466, -1.759)
H (0.689, 0.045, -2.983)
H (0.575, -0.329, -4.697)
H (1.869, -1.017, -3.726)
H (0.315, -2.664, -5.452)
C (4.021, 3.225, -1.884)
C (2.681, 3.095, -1.201)
O (1.956, 4.050, -0.990)
O (2.399, 1.863, -0.825)
H (4.080, 4.162, -2.430)
H (4.202, 2.384, -2.551)
H (4.803, 3.221, -1.120)

Löwdin atomic charge list, values in e, 2 entries:
1. Ru 1.0446
2. C -0.0124

---

Computed, not measured: a structure of composition C36H40O3P2ReS, with wB97M-V/def2-TZVPD.

**Spin multiplicity**: 4
**<S²>**: 3.8408
**Calculated total energy**: -2779.66144 Ha
**Charge**: +2
**Gap between HOMO and LUMO (alpha / beta)**: 4.849 / 4.979 eV
**E_HOMO (alpha / beta)**: -12.940 / -12.915 eV

Element x y z (Å)
Re (0.633, -0.534, 0.626)
C (-1.995, 0.261, 4.911)
C (-2.944, 0.001, 3.964)
C (-3.356, 0.796, 2.753)
C (-2.123, 1.353, 1.957)
C (-0.738, 1.339, 2.498)
C (-0.270, 2.006, 3.570)
C (-1.156, 2.729, 4.507)
C (-1.653, 1.661, 5.506)
C (2.160, 0.514, 1.600)
H (-2.068, -0.464, 5.776)
H (-3.525, -0.932, 4.047)
H (-3.939, 1.678, 3.051)
H (-4.060, 0.263, 2.096)
H (-2.121, 0.849, 0.970)
H (-2.285, 2.434, 1.855)
H (-0.018, 1.319, 1.532)
H (0.800, 1.927, 3.734)
H (-1.965, 3.288, 4.003)
H (-0.512, 3.477, 4.996)
H (-0.794, 1.453, 6.145)
H (-2.473, 2.036, 6.134)
H (2.145, 0.460, 2.693)
H (2.357, 1.551, 1.307)
H (3.037, -0.129, 1.306)
P (-0.283, -1.498, -1.879)
P (1.262, 0.739, -1.866)
C (-1.220, -0.047, -2.334)
C (-0.446, 1.049, -2.375)
C (-0.577, -2.632, -3.346)
C (-1.612, -2.355, -4.256)
C (-1.860, -3.244, -5.314)
C (-1.127, -4.438, -5.420)
C (-0.065, -4.687, -4.532)
C (0.218, -3.786, -3.501)
C (-1.387, -2.254, -0.717)
C (-0.733, -2.271, 0.553)
C (-1.565, -2.710, 1.655)
C (-2.769, -3.356, 1.408)
C (-3.248, -3.549, 0.127)
C (-2.570, -2.938, -0.937)
C (2.160, 0.929, -3.606)
C (1.934, -0.005, -4.644)
C (2.426, 0.209, -5.940)
C (3.135, 1.378, -6.253)
C (3.393, 2.298, -5.238)
C (2.903, 2.066, -3.946)
C (1.676, 2.387, -1.184)
C (2.989, 2.583, -0.714)
C (3.352, 3.771, -0.080)
C (2.429, 4.824, -0.014)
C (1.138, 4.653, -0.526)
C (0.740, 3.423, -1.067)
H (-2.291, -0.137, -2.478)
H (-0.749, 2.017, -2.758)
H (-2.255, -1.475, -4.150)
H (-2.643, -3.014, -6.049)
H (-1.388, -5.174, -6.187)
H (0.532, -5.597, -4.632)
H (1.019, -3.973, -2.782)
H (0.491, -2.438, 0.665)
H (-1.094, -2.606, 2.636)
H (-3.388, -3.745, 2.211)
H (-4.124, -4.172, -0.066)
H (-2.954, -3.105, -1.933)
H (1.359, -0.917, -4.475)
H (2.252, -0.516, -6.737)
H (3.491, 1.582, -7.266)
H (3.960, 3.211, -5.446)
H (3.108, 2.823, -3.192)
H (3.702, 1.754, -0.764)
H (4.339, 3.851, 0.379)
H (2.730, 5.764, 0.455)
H (0.417, 5.476, -0.458)
H (-0.305, 3.291, -1.363)
C (1.958, -2.121, 5.314)
S (0.679, -1.009, 4.772)
O (-0.591, -1.692, 4.905)
O (0.912, 0.306, 5.368)
O (0.788, -1.229, 2.175)
H (2.031, -2.048, 6.405)
H (2.909, -1.848, 4.832)
H (1.673, -3.131, 5.029)

Löwdin atomic charge list, values in e, 2 entries:
1. Re 1.3899
2. C -0.1515

---

Computed, not measured: a structure of composition C36H41As2N3O8RuS4, with wB97M-V/def2-TZVPD.

**Spin multiplicity**: 2
**<S²>**: 0.7651
**Calculated total energy**: -8321.89584 Ha
**Charge**: -1
**Gap between HOMO and LUMO (alpha / beta)**: 6.875 / 7.164 eV
**E_HOMO (alpha / beta)**: -4.978 / -4.970 eV

Element x y z (Å)
Ru (1.272, -1.440, -0.257)
C (5.284, -2.546, -1.454)
As (3.965, -2.059, -0.095)
C (4.498, -3.334, 1.254)
C (4.831, -0.409, 0.535)
C (5.979, -0.412, 1.316)
C (6.460, 0.769, 1.869)
C (5.791, 1.963, 1.638)
C (4.652, 1.973, 0.842)
C (4.178, 0.793, 0.285)
As (2.534, 0.690, -0.753)
C (2.136, 2.549, -1.112)
C (3.355, 0.373, -2.492)
H (6.265, -2.597, -0.984)
H (5.303, -1.818, -2.262)
H (5.017, -3.519, -1.867)
H (5.584, -3.408, 1.312)
H (4.069, -4.294, 0.972)
H (4.073, -3.029, 2.206)
H (6.491, -1.345, 1.520)
H (7.343, 0.750, 2.495)
H (6.147, 2.882, 2.087)
H (4.125, 2.905, 0.675)
H (3.026, 2.995, -1.550)
H (1.830, 3.091, -0.218)
H (1.325, 2.552, -1.836)
H (4.232, 1.011, -2.606)
H (2.604, 0.598, -3.245)
H (3.627, -0.670, -2.602)
C (-0.189, 4.812, 1.597)
C (0.119, 3.374, 1.926)
C (1.315, 3.013, 2.542)
C (1.628, 1.679, 2.759)
C (0.719, 0.693, 2.391)
C (-0.504, 1.034, 1.843)
C (-0.783, 2.369, 1.594)
S (1.231, -0.988, 2.634)
O (2.589, -1.034, 2.074)
O (1.229, -1.249, 4.058)
N (0.223, -1.822, 1.757)
C (0.158, -3.246, 2.134)
C (1.186, -4.108, 1.433)
O (1.394, -5.244, 1.843)
O (1.759, -3.552, 0.425)
H (0.653, 5.461, 1.842)
H (-1.062, 5.167, 2.149)
H (-0.408, 4.930, 0.533)
H (2.019, 3.782, 2.844)
H (2.573, 1.389, 3.201)
H (-1.207, 0.256, 1.587)
H (-1.719, 2.628, 1.117)
H (-0.811, -3.655, 1.851)
H (0.304, -3.372, 3.207)
S (1.840, -2.674, -2.640)
C (0.297, -3.251, -2.272)
N (-0.315, -2.827, -1.219)
C (-1.583, -3.353, -1.070)
C (-2.481, -3.047, -0.050)
C (-3.711, -3.680, -0.040)
C (-4.065, -4.588, -1.042)
C (-3.187, -4.878, -2.075)
C (-1.944, -4.256, -2.078)
S (-0.636, -4.401, -3.223)
H (-2.193, -2.316, 0.695)
H (-4.415, -3.467, 0.755)
H (-5.035, -5.067, -1.015)
H (-3.462, -5.566, -2.864)
C (-5.990, 0.085, 1.978)
C (-5.570, 1.042, 0.894)
C (-6.080, 0.924, -0.398)
C (-5.657, 1.769, -1.410)
C (-4.709, 2.744, -1.126)
C (-4.214, 2.901, 0.157)
C (-4.647, 2.048, 1.161)
S (-4.076, 3.747, -2.434)
O (-5.176, 4.112, -3.279)
O (-3.240, 4.746, -1.834)
N (-3.125, 2.780, -3.330)
C (-1.856, 2.249, -2.793)
C (-1.993, 0.867, -2.162)
C (-0.633, 0.306, -1.745)
O (-0.650, -0.369, -0.665)
O (0.342, 0.561, -2.459)
H (-6.970, -0.344, 1.768)
H (-6.025, 0.580, 2.948)
H (-5.275, -0.737, 2.052)
H (-6.815, 0.158, -0.614)
H (-6.061, 1.687, -2.411)
H (-3.497, 3.688, 0.349)
H (-4.258, 2.161, 2.167)
H (-3.671, 2.113, -3.860)
H (-1.489, 2.968, -2.060)
H (-1.128, 2.204, -3.598)
H (-2.419, 0.166, -2.887)
H (-2.642, 0.889, -1.286)

Löwdin atomic charge list, values in e, 2 entries:
1. Ru 0.9950
2. C -0.2764